16
Properties=species:S:1:pos:R:3:mulliken_charge:R:1 method="wB97M-V/def2-TZVPD" max_force_ev_per_a=0.9 orbital_gap_ev=9.75 homo_ev=-8.634 charge=0 de_lowest_ev=1.0248
C 1.42 -0.54 0.70 -0.464
C 2.28 0.38 1.10 -0.684
C -1.00 -0.56 0.45 -0.154
C 0.17 -0.19 -0.06 0.555
C 0.39 0.57 -1.34 -1.294
C -2.36 -0.21 -0.06 -1.194
H 1.61 -1.58 0.90 0.345
H 2.14 1.43 0.94 0.287
H 3.15 0.07 1.67 0.266
H -0.94 -1.20 1.32 0.361
H -0.36 1.32 -1.58 0.340
H 0.42 -0.15 -2.14 0.313
H 1.37 1.05 -1.40 0.390
H -3.01 -1.08 -0.03 0.311
H -2.39 0.21 -1.06 0.332
H -2.89 0.47 0.60 0.291